This record from the OMol25 dataset describes a structure of composition C23H29BF5MoN4OSiTe at a distorted geometry. The level of theory is ωB97M-V/def2-TZVPD.

Last column: Mulliken charge in e.
Atoms and positions in Å:
H (4.664544, -0.060602, -0.381545)  0.31
H (-0.645654, -2.290421, 1.922428)  -0.04
C (-1.059655, -5.166531, -1.164221)  -0.73
C (-0.269803, 2.732262, 2.674271)  -1.07
F (0.830063, 0.069594, -4.795592)  -0.32
H (-3.944026, 3.873846, 1.236598)  -0.07
N (-2.329439, -1.286399, -0.436187)  0.84
H (-5.640811, -1.629572, -0.738674)  0.46
C (-0.399661, -2.350992, 2.980458)  -1.15
C (-1.942270, -2.572922, -0.697796)  0.11
H (5.078482, 3.898405, -2.182983)  0.35
H (-0.137968, 3.601038, 3.314929)  0.46
H (5.378837, 0.755994, -3.355699)  0.42
C (-2.874177, -3.591891, -0.944216)  0.49
N (-0.520258, 0.160457, 1.530468)  0.02
C (0.280966, 0.331396, 5.556693)  -0.75
C (-0.127367, -4.127229, -0.946641)  -0.77
H (3.776502, 0.041762, -3.569499)  0.33
F (-0.938699, 1.530605, -4.340652)  -0.33
H (3.967045, 4.061164, -0.820250)  0.32
H (4.125039, 1.630333, -4.258475)  0.28
C (-4.607619, -1.943582, -0.724992)  -1.05
H (0.507766, 0.383321, 6.613590)  0.42
C (0.104592, -0.906262, 4.958141)  -0.89
C (1.126418, 1.019077, -0.598067)  0.34
H (0.934943, -4.336103, -0.977631)  0.52
Mo (-0.724645, 0.213426, -0.191473)  -0.02
C (4.809420, 1.021635, -0.391441)  -1.08
H (-0.697879, -6.170436, -1.335876)  0.44
H (5.881213, 1.210207, -0.493007)  0.38
H (4.488139, 1.429805, 0.567718)  0.34
C (4.079907, 3.641347, -1.820475)  -1.01
Si (3.895919, 1.803777, -1.807989)  0.14
C (2.069096, 1.476372, -1.254225)  0.29
C (-0.136067, 1.472832, 3.474633)  0.83
C (-0.567651, -2.857877, -0.721501)  0.51
N (-2.023933, 1.694400, -0.195685)  -0.98
B (-3.924727, 3.586359, 0.066163)  0.41
F (1.605048, 2.286564, -3.957366)  -0.40
C (-2.399289, -4.905982, -1.172521)  -0.91
C (0.161628, 1.506348, 4.825453)  -0.94
C (-3.614714, -0.986097, -0.463541)  -0.13
O (-0.794748, 0.053328, -2.212087)  -0.59
Te (0.464232, 1.024175, -3.232147)  1.69
H (3.351468, 4.110117, -2.483422)  0.34
F (-0.148538, 2.565707, -2.320072)  -0.43
H (-3.114822, -5.696467, -1.357425)  0.45
C (4.308697, 0.976809, -3.406859)  -1.01
C (-0.180324, -1.004082, 3.605398)  0.59
F (1.605682, -0.512919, -2.735469)  -0.54
C (-4.242272, -3.237682, -0.955274)  -0.57
H (0.485044, -2.979155, 3.098445)  0.38
N (0.313907, -1.726211, -0.518581)  0.17
H (1.021788, -1.936234, 0.180527)  0.51
H (-4.917328, 2.983497, -0.311640)  -0.05
H (-1.252505, 2.805396, 2.208568)  0.12
C (-0.287145, 0.198478, 2.881566)  0.68
C (-2.842822, 2.530713, -0.112748)  0.14
H (-3.668363, 4.479343, -0.704013)  -0.03
H (-1.225102, -2.864934, 3.474849)  0.42
H (-3.888590, 0.040491, -0.268548)  0.35
H (0.295629, 2.462749, 5.313293)  0.42
H (0.802468, -1.496351, -1.397040)  0.44
H (-4.986413, -3.998732, -1.154312)  0.46
H (0.474024, 2.782960, 1.875590)  0.22
H (0.186778, -1.810427, 5.548077)  0.47

Atoms 1-6, force components in eV/Å:
0.0 0.0 0.0
0.0 0.0 0.0
0.1 0.0 0.0
0.0 0.0 0.0
0.0 -0.1 -0.1
0.0 0.0 0.0

Properties
* calculated total energy: -2337.72657 hartree
* charge: +1